{
  "formula": "C29H39NO5",
  "method": "ωB97M-V with the def2-TZVPD basis set",
  "symbols": ["C", "C", "O", "C", "C", "C", "C", "C", "C", "C", "C", "C", "C", "C", "C", "O", "N", "C", "C", "C", "O", "C", "C", "C", "C", "O", "C", "C", "C", "C", "C", "C", "C", "C", "O", "H", "H", "H", "H", "H", "H", "H", "H", "H", "H", "H", "H", "H", "H", "H", "H", "H", "H", "H", "H", "H", "H", "H", "H", "H", "H", "H", "H", "H", "H", "H", "H", "H", "H", "H", "H", "H", "H", "H"],
  "coordinates": [[-6.3007, -0.1159, 0.5471], [-5.9931, 1.3779, 0.5717], [-5.2846, 1.8102, -0.5734], [-3.9706, 1.4272, -0.7215], [-3.1820, 0.8373, 0.2477], [-1.8691, 0.4817, -0.0307], [-1.0383, -0.2012, 1.0345], [0.1360, 0.6536, 1.4306], [1.3682, 0.4529, 0.9076], [2.4895, 1.4131, 1.1921], [2.0027, 2.7754, 1.7054], [3.2092, 3.5740, 2.2034], [1.3238, 3.5498, 0.5730], [1.0173, 2.5443, 2.8467], [-0.1584, 1.7044, 2.3971], [-1.2738, 1.8726, 2.8541], [1.6499, -0.6903, 0.1689], [2.8392, -0.7883, -0.6548], [2.5672, -0.3928, -2.1153], [2.4639, 1.1260, -2.2964], [3.6145, 1.8234, -1.8671], [4.7067, 1.7659, -2.7510], [0.7209, -1.7264, 0.1398], [-0.5550, -1.5384, 0.5438], [-1.5750, -2.5786, 0.4790], [-2.7119, -2.4036, 0.8750], [-1.1537, -3.8765, -0.1761], [0.2904, -4.2302, 0.1670], [0.6994, -5.5172, -0.5535], [0.4342, -4.4328, 1.6771], [1.1981, -3.0833, -0.3020], [-1.3469, 0.7342, -1.2878], [-2.1178, 1.3466, -2.2612], [-3.4287, 1.6940, -1.9903], [-4.1936, 2.2859, -2.9497], [-5.3855, -0.7030, 0.5586], [-6.8968, -0.3773, 1.4169], [-6.8600, -0.3654, -0.3520], [-6.9224, 1.9549, 0.5421], [-5.4471, 1.6492, 1.4825], [-3.5663, 0.6393, 1.2341], [-1.6830, -0.3522, 1.9074], [3.0764, 1.6096, 0.2959], [3.1510, 0.9606, 1.9406], [2.8944, 4.5511, 2.5612], [3.9254, 3.7190, 1.3975], [3.7086, 3.0569, 3.0204], [2.0185, 3.6988, -0.2510], [0.9971, 4.5243, 0.9280], [0.4505, 3.0167, 0.2037], [0.6417, 3.4873, 3.2467], [1.5122, 2.0092, 3.6632], [3.6246, -0.1495, -0.2563], [3.2199, -1.8091, -0.6319], [3.3752, -0.7807, -2.7383], [1.6342, -0.8433, -2.4571], [1.6473, 1.5209, -1.6872], [2.2542, 1.3558, -3.3503], [5.1256, 0.7563, -2.8244], [5.4632, 2.4356, -2.3463], [4.4202, 2.1051, -3.7530], [-1.2596, -3.7455, -1.2573], [-1.8403, -4.6663, 0.1326], [1.7392, -5.7608, -0.3443], [0.0819, -6.3474, -0.2204], [0.5798, -5.4148, -1.6301], [-0.2362, -5.2186, 2.0159], [0.1878, -3.5211, 2.2154], [1.4529, -4.7209, 1.9299], [1.2630, -3.1081, -1.3949], [2.1969, -3.2736, 0.0978], [-0.3328, 0.4466, -1.5193], [-1.7206, 1.5537, -3.2424], [-5.0690, 2.4319, -2.5646]],
  "atomic_forces_ev_per_a": [[0.2, 0.3, -0.1], [-0.4, -0.2, 0.3], [0.5, 0.1, -0.4], [0.0, 0.1, -0.2], [-0.1, 0.1, -0.1], [-0.1, 0.0, 0.0], [0.1, 0.0, 0.0], [-0.2, -0.6, -0.3], [-0.3, 0.3, 0.5], [0.0, 0.2, 0.0], [0.1, 0.0, 0.1], [-0.2, -0.2, -0.1], [0.0, -0.1, 0.1], [-0.1, 0.1, -0.1], [0.4, 0.4, 0.3], [0.0, -0.1, -0.1], [0.0, 0.0, 0.3], [0.2, -0.1, -0.5], [0.3, 0.4, 0.3], [-0.1, -0.2, -0.1], [-0.1, 0.1, 0.2], [0.1, 0.0, 0.0], [-0.6, -0.3, 0.1], [0.3, 0.7, 0.3], [0.0, -0.6, -0.3], [0.1, 0.1, 0.0], [-0.1, 0.0, 0.2], [0.1, -0.1, -0.1], [-0.1, 0.3, 0.1], [0.0, 0.1, -0.2], [-0.1, -0.1, 0.1], [-0.1, 0.0, 0.1], [-0.3, 0.1, -0.1], [-0.1, -0.1, 0.2], [0.0, 0.0, 0.0], [0.0, -0.1, 0.0], [-0.1, -0.1, 0.1], [-0.1, 0.0, -0.1], [0.2, -0.1, 0.1], [-0.1, 0.0, -0.1], [-0.1, 0.0, 0.1], [0.1, 0.0, -0.1], [0.1, -0.1, 0.0], [0.1, 0.0, 0.0], [0.0, 0.1, 0.0], [0.1, 0.0, -0.1], [0.1, -0.1, 0.1], [0.1, 0.0, -0.1], [0.0, 0.1, 0.0], [-0.1, 0.0, -0.1], [0.0, 0.0, 0.0], [0.0, 0.0, 0.1], [-0.1, -0.1, 0.0], [0.0, 0.1, 0.1], [0.0, -0.1, -0.1], [0.0, -0.1, -0.1], [0.0, 0.0, -0.1], [0.0, 0.0, 0.1], [0.0, 0.0, 0.0], [0.0, 0.0, -0.1], [0.0, 0.0, 0.0], [0.0, 0.0, -0.1], [0.0, 0.0, 0.0], [0.1, -0.1, 0.0], [-0.1, -0.1, 0.0], [0.0, 0.0, -0.1], [-0.1, -0.1, 0.1], [0.0, 0.0, 0.1], [0.1, 0.0, 0.0], [0.1, 0.0, -0.1], [0.0, 0.0, -0.1], [0.2, -0.1, 0.0], [0.0, 0.0, -0.1], [0.0, 0.0, 0.0]],
  "e_above_lowest_kj_mol": 0.0,
  "energy_ev": -42434.2956,
  "smiles": "CCOc1cc(C2C3=C(CC(C)(C)CC3=O)N(CCCOC)C3=C2C(=O)CC(C)(C)C3)ccc1O",
  "e_homo_ev": -7.65,
  "homo_lumo_gap_ev": 8.1,
  "charge": 0
}